No. 1
This record from the OMol25 dataset describes a molecular structure, C17H24N6O2PdSSeSi at a distorted geometry. The level of theory is wB97M-V/def2-TZVPD.

Geometry as XYZ:
```
53
Properties=species:S:1:pos:R:3:mulliken_charge:R:1
Pd -0.131 1.024 -0.100 -0.760
C 3.751 -6.438 -1.344 -1.450
C 3.562 -5.057 -0.767 1.147
C 4.252 -4.688 0.387 -0.580
C 4.082 -3.428 0.938 -0.423
C 3.220 -2.523 0.337 -0.572
C 2.531 -2.870 -0.812 -0.118
C 2.706 -4.135 -1.357 -0.932
S 2.986 -0.901 1.092 1.450
O 3.725 0.004 0.242 -0.757
O 3.480 -1.038 2.454 -0.813
N 1.448 -0.564 0.974 -0.130
C 0.494 -1.297 1.620 0.884
C 0.707 -2.496 2.351 -0.805
C -0.375 -3.187 2.845 -0.486
C -1.662 -2.695 2.657 -0.750
C -1.780 -1.480 2.001 -0.453
N -0.755 -0.799 1.516 0.200
H 3.677 -7.194 -0.561 0.339
H 4.740 -6.533 -1.801 0.292
H 3.003 -6.652 -2.107 0.336
H 4.920 -5.403 0.857 0.331
H 4.590 -3.122 1.844 0.444
H 1.851 -2.154 -1.261 0.402
H 2.159 -4.413 -2.251 0.313
H 1.710 -2.851 2.526 0.287
H -0.223 -4.116 3.386 0.365
H -2.533 -3.219 3.030 0.345
H -2.751 -1.015 1.854 0.362
C -1.009 2.692 2.060 -0.713
Si 0.081 3.432 0.654 0.739
C 1.955 3.083 0.891 -0.662
C 0.001 5.286 1.177 -1.382
Se -0.579 3.494 -1.514 -0.786
H -0.577 2.951 3.034 0.294
H -1.091 1.608 1.995 -0.005
H -2.016 3.115 2.002 0.306
H 2.315 3.508 1.837 0.391
H 2.511 3.556 0.077 0.184
H 2.189 2.022 0.895 -0.057
H 0.593 5.476 2.083 0.354
H -1.035 5.579 1.378 0.286
H 0.375 5.922 0.372 0.262
N 1.414 1.616 -4.242 -0.659
C 0.971 0.950 -3.107 0.855
N 1.761 0.968 -2.037 0.033
N -0.150 0.279 -3.196 -0.816
C -0.795 -0.140 -2.109 0.874
N -1.607 -0.659 -1.438 -0.701
H 1.746 2.538 -3.988 0.298
H 0.649 1.693 -4.897 0.287
H 2.503 1.644 -1.973 0.242
H 1.246 0.738 -1.109 -0.096
```

The spin multiplicity is 1. Its LUMO energy is 4.24 eV. As for the charge: -2.



No. 2
This record from the OMol25 dataset describes C17H24O5 in the gas phase at a distorted geometry. The level of theory is wB97M-V/def2-TZVPD.

Geometry as XYZ:
```
46
Properties=species:S:1:pos:R:3:mulliken_charge:R:1
C -2.462 2.347 2.152 -1.250
C -2.490 1.964 0.861 -0.128
O -3.082 2.828 0.049 -0.279
O -2.870 2.150 -1.214 -0.418
C -1.652 1.393 -1.258 0.091
C -0.532 2.464 -1.479 -1.017
C 0.886 1.937 -1.537 0.448
C 1.128 1.414 -3.045 -1.718
C 1.165 0.628 -0.607 -0.098
C 2.554 0.210 -0.577 -0.316
C 2.772 -0.157 0.687 -0.936
O 1.696 -0.079 1.511 -0.499
C 0.678 0.677 0.811 2.358
C 0.806 1.990 1.599 -2.047
C -0.805 0.104 0.900 -1.698
O -0.869 -1.180 0.429 -0.144
C -0.576 -2.337 1.241 0.112
O -0.573 -2.278 2.455 -0.585
C -0.241 -3.647 0.577 0.735
C 1.033 -4.323 1.244 -1.185
C -0.211 -3.560 -0.917 -1.291
C -1.886 0.854 0.147 0.751
H -1.904 1.944 3.000 0.239
H -3.253 3.047 2.483 0.291
H -1.622 0.558 -1.924 0.729
H -0.746 2.812 -2.459 0.432
H -0.615 3.356 -0.846 0.271
H 1.624 2.727 -1.320 0.396
H 2.163 1.485 -3.290 0.402
H 0.675 2.056 -3.755 0.528
H 0.591 0.455 -3.100 0.379
H 0.595 -0.172 -1.052 0.182
H 3.212 0.093 -1.478 0.346
H 3.689 -0.630 0.944 0.527
H 0.225 2.847 1.332 0.358
H 0.504 1.825 2.668 0.354
H 1.851 2.471 1.562 0.330
H -1.030 0.153 1.991 0.929
H -1.110 -4.260 0.767 0.235
H 1.167 -5.247 0.647 0.383
H 1.929 -3.682 1.126 0.279
H 0.929 -4.760 2.276 0.304
H 0.226 -4.537 -1.176 0.387
H -1.210 -3.292 -1.221 0.341
H 0.440 -2.814 -1.329 0.224
H -2.798 0.168 0.129 0.269
```

The spin multiplicity is 1. Its LUMO energy is 0.66 eV. The SMILES is C=C1OO[C@H]2C[C@H](C)[C@H]3C=CO[C@]3(C)[C@H](OC(=O)C(C)C)[C@@H]12.



No. 3
This record from the OMol25 dataset describes a molecular structure, C17H25BN11PtS at a distorted geometry. The level of theory is wB97M-V/def2-TZVPD.

Geometry as XYZ:
```
56
Properties=species:S:1:pos:R:3:lowdin_spin:R:1
Pt -0.053 0.630 -0.293 1.743
C 0.076 -2.541 1.304 0.010
C -1.191 -1.814 1.529 0.015
C -2.348 -2.178 2.233 0.004
C -3.204 -1.106 2.107 0.001
N -2.597 -0.153 1.378 0.010
N -1.373 -0.601 1.028 0.152
B -2.971 1.250 0.871 0.002
N -2.999 1.116 -0.675 0.014
C -4.098 1.105 -1.456 0.005
C -3.772 0.543 -2.669 0.009
C -2.418 0.198 -2.573 0.024
C -1.571 -0.495 -3.572 0.003
N -1.989 0.553 -1.362 0.230
N -1.883 2.207 1.454 0.013
C -2.092 3.115 2.429 0.006
C -0.885 3.447 2.995 0.010
C 0.070 2.680 2.320 0.024
C 1.525 2.595 2.582 0.003
N -0.561 1.955 1.396 0.232
N -4.296 1.863 1.262 0.000
C -5.284 1.592 2.152 0.000
C -6.175 2.631 2.126 0.000
C -5.657 3.535 1.149 0.000
C -6.213 4.819 0.701 0.000
N -4.534 3.034 0.663 0.000
H 0.049 -3.519 1.773 0.001
H 0.907 -1.974 1.726 0.002
H 0.252 -2.667 0.234 0.003
H -2.515 -3.088 2.766 0.001
H -4.198 -1.003 2.491 0.001
H -5.042 1.490 -1.127 0.001
H -4.418 0.382 -3.507 0.002
H -2.184 -0.820 -4.408 0.000
H -1.102 -1.375 -3.130 0.001
H -0.785 0.159 -3.952 0.000
H -3.062 3.490 2.677 0.001
H -0.709 4.134 3.798 0.002
H 1.795 3.276 3.384 0.000
H 2.112 2.847 1.700 0.000
H 1.787 1.580 2.884 0.000
H -5.284 0.712 2.755 0.000
H -7.088 2.735 2.673 0.000
H -7.247 4.920 1.018 0.000
H -6.137 4.921 -0.380 0.000
H -5.649 5.648 1.137 0.000
N -0.345 3.034 -1.442 0.140
N 0.850 3.374 -2.078 0.014
C 1.880 2.525 -2.209 0.042
N 2.924 2.928 -2.924 0.021
S 1.939 0.960 -1.527 0.248
H -1.108 2.968 -2.115 0.001
H -0.602 3.723 -0.736 0.001
H 0.931 4.282 -2.532 0.003
H 2.957 3.831 -3.378 0.001
H 3.710 2.309 -3.047 0.002
```

The spin multiplicity is 4. Its expectation value of S² is 3.760. Its LUMO energy (spin up / spin down) is -5.78 / -9.87 eV. As for the charge: +2.



Summary of energy above the lowest of the compared OMol25 structures with the same formula, charge and spin in kJ/mol
111.02, 708.79, 134.33
(order as listed above)